The following is a DFT calculation (wB97M-V/def2-TZVPD) of C22H21CeN5O5S3 as an isolated structure.

The value obtained for the HOMO-LUMO gap (alpha / beta) is 4.69 / 4.60 eV. The net charge is +2. The calculation puts the energy above the lowest of the compared OMol25 structures with the same formula, charge and spin at 1.8412 eV. The total energy is -3170.0389 Ha. As for the highest occupied orbital energy (alpha / beta): -13.75 / -13.75 eV.

Each line ends with the natural charge from an NBO analysis.
Positions of all 57 atoms, in Å:
1 Ce -0.814 -0.453 1.565  1.848
2 O 1.574 1.582 4.958  -0.582
3 C 0.648 0.728 4.638  0.866
4 O 0.554 0.282 3.484  -0.691
5 C -0.467 0.434 5.685  -0.151
6 O -1.205 1.578 5.570  -0.474
7 C -2.434 1.534 4.812  -0.176
8 C -2.242 0.831 3.539  0.777
9 O -2.217 -0.423 3.522  -0.645
10 O -2.046 1.521 2.438  -0.687
11 H 2.067 1.878 4.145  0.517
12 H -0.104 0.290 6.687  0.239
13 H -0.935 -0.504 5.345  0.224
14 H -2.708 2.610 4.636  0.249
15 H -3.228 1.003 5.378  0.232
16 C -2.676 -5.696 2.034  -0.733
17 S -1.971 -5.351 0.366  0.399
18 C -1.396 -3.715 0.665  -0.022
19 S -0.626 -3.240 2.253  -0.081
20 N -1.676 -2.988 -0.427  -0.350
21 N -1.398 -1.685 -0.473  -0.347
22 C -1.886 -0.929 -1.425  0.113
23 C -1.819 0.479 -1.459  0.123
24 C -1.722 1.276 -2.647  -0.183
25 C -1.714 2.650 -2.586  -0.112
26 C -1.964 3.239 -1.323  -0.184
27 C -1.959 2.468 -0.149  0.075
28 N -1.812 1.136 -0.227  -0.513
29 H -3.186 -6.670 1.817  0.258
30 H -3.352 -5.008 2.515  0.240
31 H -1.853 -5.903 2.662  0.231
32 H -2.533 -1.547 -2.087  0.258
33 H -1.716 0.838 -3.630  0.251
34 H -1.769 3.198 -3.494  0.256
35 H -2.130 4.289 -1.167  0.253
36 H -2.045 2.951 0.820  0.260
37 S 3.840 -0.707 -3.085  0.426
38 C 2.922 -0.575 -1.645  -0.128
39 C 2.297 -1.699 -1.133  -0.248
40 C 1.917 -1.688 0.173  0.077
41 N 1.694 -0.486 0.795  -0.548
42 C 2.271 0.595 0.289  0.043
43 C 2.852 0.627 -0.915  -0.234
44 C 3.162 0.541 -4.092  -0.193
45 C 4.093 1.134 -4.953  -0.243
46 C 3.675 1.888 -6.048  0.067
47 N 2.363 2.143 -6.219  -0.386
48 C 1.455 1.537 -5.420  0.048
49 C 1.798 0.749 -4.313  -0.274
50 H 2.199 -2.666 -1.664  0.264
51 H 1.620 -2.611 0.675  0.248
52 H 2.278 1.462 0.984  0.215
53 H 3.310 1.613 -1.173  0.265
54 H 5.165 0.954 -4.764  0.239
55 H 4.414 2.296 -6.726  0.225
56 H 0.386 1.763 -5.600  0.195
57 H 1.049 0.445 -3.606  0.204

---

The following is a DFT calculation (wB97M-V/def2-TZVPD) of C20H37MnN9O2PS as an isolated structure.

The value obtained for the HOMO-LUMO gap (alpha / beta) is 8.20 / 8.39 eV. As for the expectation value of S²: 8.7541. The net charge is +1. The calculation puts the energy above the lowest of the compared OMol25 structures with the same formula, charge and spin at 0.8532 eV. The total energy is -3317.8706 Ha. Its spin multiplicity is 6. As for the highest occupied orbital energy (alpha / beta): -10.23 / -10.44 eV.

Each line ends with the Löwdin spin population.
Positions of all 71 atoms, in Å:
1 Mn 8.189 13.730 10.443  4.706
2 N 6.436 15.091 11.279  0.036
3 C 7.027 16.109 12.155  0.004
4 C 8.025 15.531 13.186  0.004
5 N 8.966 14.700 12.405  0.034
6 C 10.279 15.328 12.166  0.004
7 C 10.542 15.519 10.648  0.005
8 N 10.367 14.178 10.025  0.035
9 H 6.191 15.519 10.342  0.001
10 H 5.589 14.639 11.609  0.002
11 H 6.291 16.773 12.692  0.001
12 H 7.625 16.779 11.589  0.000
13 H 7.569 14.827 13.874  0.000
14 H 8.560 16.205 13.829  0.001
15 H 9.148 13.874 13.021  0.003
16 H 11.103 14.696 12.482  0.000
17 H 10.385 16.257 12.672  0.000
18 H 11.554 15.886 10.540  0.001
19 H 9.775 16.216 10.221  0.000
20 H 11.119 13.557 10.311  0.003
21 H 10.602 14.272 9.078  0.003
22 O 7.917 15.495 9.065  0.044
23 N 8.153 15.081 7.830  0.007
24 C 8.908 15.926 7.060  0.004
25 C 9.128 15.577 5.751  0.002
26 C 8.636 14.381 5.253  0.004
27 C 7.974 13.567 6.168  0.002
28 C 7.667 13.909 7.482  0.013
29 S 6.743 12.892 8.527  0.043
30 H 9.077 16.884 7.471  0.000
31 H 9.695 16.256 5.124  0.000
32 H 8.634 14.126 4.199  0.000
33 H 7.551 12.628 5.836  0.000
34 N 12.363 11.955 10.110  0.000
35 C 13.277 11.307 10.349  0.000
36 N 14.311 10.603 10.857  0.000
37 C 13.961 9.160 10.796  0.000
38 C 15.168 8.384 11.351  0.000
39 O 16.455 8.787 10.725  0.000
40 C 16.677 10.195 10.849  0.000
41 C 15.612 10.999 10.208  0.000
42 H 13.800 8.778 9.805  0.000
43 H 13.068 8.907 11.407  0.000
44 H 15.063 7.294 11.112  0.000
45 H 15.349 8.518 12.396  0.000
46 H 17.665 10.331 10.483  0.000
47 H 16.668 10.448 11.924  0.000
48 H 15.658 10.801 9.075  0.000
49 H 15.707 12.050 10.401  0.000
50 C 9.455 8.922 13.473  0.000
51 N 7.981 8.990 13.355  0.002
52 C 7.542 8.116 12.298  0.000
53 N 8.213 8.356 11.036  0.002
54 C 9.665 8.286 11.227  0.000
55 N 10.140 9.207 12.237  0.001
56 C 10.060 10.584 11.818  0.002
57 P 8.339 11.049 11.484  0.025
58 C 7.614 10.389 13.027  0.004
59 C 7.893 9.629 10.382  0.002
60 H 9.808 7.961 13.909  0.000
61 H 9.633 9.678 14.188  0.000
62 H 6.473 8.132 12.221  0.000
63 H 7.832 7.135 12.609  0.000
64 H 10.084 8.511 10.278  0.000
65 H 9.902 7.230 11.484  0.000
66 H 10.666 10.730 10.934  0.000
67 H 10.459 11.270 12.538  0.000
68 H 6.532 10.481 13.035  0.000
69 H 7.963 11.044 13.818  0.000
70 H 8.447 9.690 9.454  0.000
71 H 6.847 9.574 10.172  0.000